(1)
Density functional theory data (ωB97M-V/def2-TZVPD) for 9 unconnected molecules or ions with the total composition C54H45F9 in a non-equilibrium geometry.

Output
electronic energy = -2983.48442 Eh
max |F| = 1.03 eV/Å
energy above the lowest of the compared OMol25 structures with the same formula, charge and spin = 0.3886 eV
E_LUMO = 0.025 Ha
molar mass = 864.9 u
2S+1 = 1
structure (SMILES) = Fc1ccccc1.Fc1ccccc1.Fc1ccccc1.Fc1ccccc1.Fc1ccccc1.Fc1ccccc1.Fc1ccccc1.Fc1ccccc1.Fc1ccccc1
gap between HOMO and LUMO = 9.7 eV

```
108
Properties=species:S:1:pos:R:3:forces:R:3:mulliken_charge:R:1
F -3.620822 5.365661 -2.105131 0.0 0.1 0.0 -0.35
C -2.635959 4.457691 -1.946846 -0.3 -0.6 0.4 0.17
C -2.197856 4.163293 -0.669858 0.4 0.4 0.3 -0.47
C -1.180357 3.230193 -0.507720 -0.5 -0.6 -0.4 -0.27
C -0.643348 2.587795 -1.619890 -0.3 -0.1 0.6 -0.51
C -1.174584 2.830554 -2.872387 0.2 -0.6 0.0 -0.57
C -2.218177 3.719908 -3.033317 0.1 0.7 -0.5 -0.65
H -2.627997 4.664672 0.189678 0.0 0.0 -0.1 0.66
H -0.940502 2.842092 0.471972 0.2 0.4 0.1 0.72
H 0.057926 1.779442 -1.454453 0.2 0.1 -0.2 0.53
H -0.818124 2.219064 -3.690702 -0.1 0.2 -0.2 0.38
H -2.677361 3.906605 -3.996302 0.1 -0.1 0.0 0.46
F -2.160261 -0.211659 -3.369515 -0.1 0.0 0.1 -0.25
C -1.963214 -1.478541 -3.782817 0.3 -0.2 0.2 0.12
C -0.707899 -1.833623 -4.240635 0.3 0.4 -0.9 -0.17
C -0.495845 -3.098791 -4.764069 -0.3 -0.7 0.1 -0.55
C -1.526048 -4.030479 -4.725603 -0.6 0.0 0.3 -0.57
C -2.772361 -3.655006 -4.230591 0.5 -0.4 -0.2 -0.52
C -2.996741 -2.387823 -3.727472 -0.4 -0.1 0.0 -0.31
H 0.065917 -1.083699 -4.363636 -0.1 0.1 0.3 0.43
H 0.435623 -3.392388 -5.229940 0.2 0.2 0.2 0.42
H -1.437624 -5.068422 -5.019257 0.4 0.1 -0.3 0.40
H -3.566232 -4.389698 -4.277909 -0.1 0.1 0.3 0.41
H -3.969075 -2.174504 -3.305430 0.1 0.4 -0.1 0.60
F 2.605090 -2.204212 0.214974 -0.1 -0.1 0.0 -0.18
C 1.425525 -1.547067 0.324207 0.7 0.3 0.4 0.18
C 1.345073 -0.523452 1.253019 0.0 0.6 -0.2 -0.96
C 0.176519 0.222430 1.308647 0.0 0.1 -0.1 -0.10
C -0.882410 -0.069560 0.462045 -0.1 0.0 0.0 -1.12
C -0.769499 -1.107827 -0.440535 0.3 -0.5 -0.3 -0.77
C 0.411528 -1.850011 -0.534175 -0.7 0.1 -0.4 -0.18
H 2.229220 -0.170616 1.769827 0.0 -0.4 0.3 0.49
H 0.097150 1.082662 1.964190 0.1 -0.1 0.1 0.47
H -1.759274 0.559762 0.459360 -0.1 -0.1 0.1 1.01
H -1.570838 -1.365191 -1.121101 -0.1 0.2 0.0 0.38
H 0.554373 -2.577186 -1.322337 -0.1 -0.2 0.2 0.69
F -5.913341 -0.153615 0.529110 0.2 0.0 0.0 -0.23
C -5.983496 -1.279868 -0.207661 0.1 0.0 -0.4 0.20
C -7.176332 -1.564953 -0.834171 -0.1 0.2 -0.1 -0.46
C -7.285695 -2.726032 -1.584130 -0.1 0.2 -0.1 -0.37
C -6.206023 -3.590559 -1.694592 -0.1 -0.1 0.3 -0.65
C -5.018279 -3.273826 -1.049673 0.3 -0.2 0.3 -0.52
C -4.870850 -2.093850 -0.337162 -0.5 0.1 0.7 -0.20
H -7.997126 -0.866569 -0.737359 0.0 -0.1 0.0 0.43
H -8.231271 -2.918683 -2.075369 0.1 -0.2 0.0 0.38
H -6.318178 -4.555803 -2.170193 0.0 0.1 -0.2 0.43
H -4.205650 -3.990401 -1.003449 0.0 0.1 -0.3 0.42
H -4.001142 -1.863799 0.267416 0.2 0.0 -0.3 0.56
F -0.801986 3.557851 2.606492 -0.1 0.2 0.1 0.09
C -0.377735 3.832663 3.863409 0.8 -0.3 -0.6 0.14
C 0.191102 5.061830 4.134285 -0.5 0.3 0.3 -0.50
C 0.641577 5.287138 5.424102 0.2 0.2 0.5 -0.41
C 0.557993 4.309076 6.404414 0.4 -0.7 -0.5 -0.65
C 0.081739 3.044367 6.052506 -0.2 0.4 0.5 -0.62
C -0.363439 2.793735 4.768689 -0.3 -0.1 0.2 -0.15
H 0.224504 5.876411 3.425089 0.0 -0.2 -0.3 0.43
H 1.077583 6.244508 5.684861 0.0 0.0 -0.1 0.38
H 1.013364 4.446437 7.375318 -0.3 0.2 0.1 0.37
H -0.016910 2.277378 6.811606 0.3 -0.1 -0.1 0.36
H -0.690851 1.799918 4.493335 -0.2 0.1 -0.2 0.53
F 6.475658 -2.987500 -3.600979 0.0 0.0 -0.1 -0.36
C 6.549117 -2.768527 -2.274556 0.2 -0.1 0.3 0.36
C 7.673896 -3.183428 -1.586424 0.3 0.1 -0.3 -0.51
C 7.750637 -2.953265 -0.224274 -0.1 0.2 0.2 -0.33
C 6.727819 -2.276421 0.429722 -0.1 -0.4 -0.1 -0.69
C 5.603472 -1.874626 -0.284536 0.4 0.0 0.7 -0.31
C 5.506445 -2.134015 -1.633491 -0.3 0.2 -0.6 -0.40
H 8.517561 -3.607297 -2.117594 -0.2 -0.2 -0.1 0.44
H 8.619131 -3.286366 0.328923 0.0 0.0 0.0 0.40
H 6.779818 -2.127896 1.500080 0.0 0.1 0.0 0.40
H 4.810097 -1.365249 0.239593 -0.1 0.0 -0.1 0.55
H 4.636291 -1.826620 -2.201116 0.0 0.0 0.0 0.43
F 1.480485 -4.959752 -0.361578 0.1 -0.2 0.0 -0.25
C 2.456340 -5.759798 -0.851143 -0.1 -0.3 0.0 0.08
C 2.133417 -7.039595 -1.269277 -0.5 0.3 0.1 -0.60
C 3.129326 -7.822050 -1.817739 0.3 0.0 -0.3 -0.35
C 4.410185 -7.308917 -2.004395 -0.3 -0.4 0.1 -0.67
C 4.726962 -6.051603 -1.510721 0.2 -0.4 -0.4 -0.14
C 3.746750 -5.287680 -0.906108 0.2 0.6 0.4 -0.04
H 1.107754 -7.374720 -1.172670 0.1 -0.1 0.0 0.42
H 2.935338 -8.839783 -2.131064 -0.2 0.1 0.0 0.37
H 5.108364 -7.951711 -2.524633 0.3 0.3 0.1 0.37
H 5.731391 -5.667594 -1.633490 0.0 0.1 0.2 0.38
H 3.994292 -4.344182 -0.435234 -0.1 0.1 -0.2 0.45
F 4.577633 2.306038 1.514298 0.0 0.0 -0.1 -0.28
C 3.962011 3.466259 1.205702 -0.1 0.2 -0.2 0.22
C 4.646345 4.655208 1.348407 0.0 0.4 0.3 -0.65
C 3.963857 5.837576 1.087368 -0.4 0.2 -0.2 -0.30
C 2.643440 5.827022 0.641755 0.3 -0.3 0.0 -0.89
C 1.999620 4.609597 0.454698 0.0 0.3 0.2 0.02
C 2.659657 3.425276 0.737754 0.2 -0.4 -0.3 -0.16
H 5.672599 4.695338 1.687616 0.0 -0.2 0.0 0.43
H 4.431707 6.805215 1.224753 0.2 -0.2 0.0 0.37
H 2.141421 6.754366 0.402616 0.0 0.0 0.1 0.44
H 0.970183 4.593185 0.123782 0.0 -0.1 -0.1 0.38
H 2.225513 2.459828 0.498220 -0.2 0.1 0.3 0.39
F -3.080450 0.468074 2.500916 -0.2 -0.1 0.0 -0.38
C -3.722730 1.640124 2.703661 0.1 -0.2 -0.1 0.57
C -4.163574 2.356665 1.613034 0.0 0.3 0.2 -0.27
C -4.696219 3.624228 1.843831 -0.1 -0.3 -0.6 -0.89
C -4.822728 4.126479 3.122587 0.1 -0.2 0.4 -0.73
C -4.403804 3.348873 4.206789 0.1 0.7 -0.5 -0.30
C -3.859638 2.092364 3.996325 0.1 0.5 0.6 -0.33
H -4.073165 1.957516 0.612991 0.1 0.0 0.0 0.69
H -5.000126 4.199152 0.976009 -0.1 0.1 0.1 0.44
H -5.229784 5.116018 3.281171 0.0 0.0 0.0 0.41
H -4.396192 3.807795 5.187473 -0.2 -0.3 0.1 0.38
H -3.477178 1.561026 4.857748 0.0 -0.3 -0.2 0.48
```
Positions in Å, forces in eV/Å.

---

(2)
Density functional theory data (ωB97M-V/def2-TZVPD) for a molecular structure, C54H47OP3S2V in a non-equilibrium geometry.

Output
electronic energy = -4925.57636 Eh
max |F| = 1.50 eV/Å
E_LUMO (spin up / spin down) = 0.000 / 0.007 Ha
molar mass = 920.0 u
2S+1 = 2
gap between HOMO and LUMO (spin up / spin down) = 7.1 / 6.8 eV

```
108
Properties=species:S:1:pos:R:3:forces:R:3:lowdin_spin:R:1
V 0.057000 0.573000 0.896800 -0.6 0.0 -0.3 0.94
O 2.774800 0.398100 3.035500 0.5 0.3 0.5 0.00
C 3.923400 -0.058700 2.450700 0.2 -0.1 -0.6 0.00
C 5.038100 -0.625500 3.059100 -0.1 -0.1 0.3 0.00
C 6.121100 -1.004700 2.279200 -0.1 0.0 0.0 0.00
C 6.114100 -0.830300 0.907400 0.1 -0.1 -0.1 0.00
C 4.984800 -0.320200 0.296800 -0.1 0.0 0.2 0.00
C 3.886200 0.048800 1.055000 -0.3 0.2 0.6 0.00
P 2.305900 0.545700 0.271000 1.2 -0.5 -0.7 -0.02
C 2.094100 -0.917800 -0.807800 -0.1 0.0 0.0 0.00
C 1.183900 -1.855900 -0.317100 0.2 0.2 -0.1 0.00
C 0.870500 -2.991400 -1.039700 -0.1 -0.1 0.0 0.00
C 1.486800 -3.213300 -2.260600 0.0 0.0 0.1 0.00
C 2.413600 -2.303600 -2.744100 0.0 0.0 -0.1 0.00
C 2.714100 -1.155200 -2.030600 -0.1 0.0 0.0 0.00
C 2.924300 1.854200 -0.824100 -0.2 0.2 0.1 0.00
C 2.272100 2.139100 -2.021100 0.0 -0.1 0.0 0.00
C 2.714000 3.180600 -2.817700 0.0 0.0 -0.1 0.00
C 3.789600 3.958000 -2.417200 0.1 0.0 0.0 0.00
C 4.410100 3.705300 -1.204100 0.1 0.2 -0.1 0.00
C 3.972600 2.667900 -0.403400 -0.1 -0.2 0.0 0.00
C 2.429500 0.262500 4.350000 -0.5 -0.3 0.4 0.00
C 3.285500 0.340300 5.441900 0.2 0.1 -0.2 0.00
C 2.798600 0.103400 6.716500 0.0 -0.1 -0.1 0.00
C 1.469300 -0.220100 6.919100 -0.1 0.0 0.1 0.00
C 0.595900 -0.199900 5.848000 0.2 -0.1 -0.1 0.00
C 1.058500 0.077400 4.567900 0.2 0.2 -0.4 -0.01
P -0.129600 0.348400 3.194300 -0.3 -0.6 1.1 0.01
C -1.097000 -1.193300 3.394000 0.0 -0.2 -0.1 0.01
C -2.468300 -1.272700 3.600100 0.2 0.2 0.0 0.00
C -3.090400 -2.510300 3.606000 -0.1 0.0 0.0 0.00
C -2.358900 -3.670400 3.411600 -0.1 0.0 0.0 0.00
C -0.990100 -3.598100 3.206400 0.0 -0.1 0.0 0.00
C -0.368200 -2.365800 3.191200 0.1 0.2 0.0 0.00
C -1.205700 1.647500 3.892300 0.1 0.1 -0.2 0.00
C -1.050800 2.263500 5.129900 0.0 -0.1 -0.1 0.00
C -1.919900 3.268300 5.518800 0.0 0.1 0.1 0.00
C -2.933600 3.681600 4.671300 0.0 0.0 0.0 0.00
C -3.077900 3.090400 3.424700 -0.1 0.1 0.0 0.00
C -2.217200 2.083600 3.035400 0.1 -0.1 0.1 0.00
H 5.076900 -0.814500 4.120200 0.0 0.1 0.0 0.00
H 6.978800 -1.459500 2.750400 0.1 0.0 0.1 0.00
H 6.967100 -1.119600 0.313600 0.1 0.0 0.0 0.00
H 4.938700 -0.216200 -0.775000 0.1 0.0 -0.1 0.00
H 0.707300 -1.690300 0.649700 0.0 -0.2 0.1 0.00
H 0.136200 -3.687500 -0.657100 0.0 0.0 0.0 0.00
H 1.238900 -4.091800 -2.837600 0.0 -0.1 0.0 0.00
H 2.894700 -2.491100 -3.693300 0.0 0.0 -0.1 0.00
H 3.417200 -0.447200 -2.446400 0.0 0.1 0.0 0.00
H 1.419000 1.543200 -2.326300 0.0 0.0 0.0 0.00
H 2.218300 3.393600 -3.754600 0.0 0.0 0.0 0.00
H 4.129400 4.766600 -3.047000 0.1 0.1 0.0 0.00
H 5.243600 4.312000 -0.883600 0.1 0.1 0.0 0.00
H 4.447600 2.481400 0.550800 0.1 0.0 0.0 0.00
H 4.315700 0.624300 5.313200 0.1 0.0 0.0 0.00
H 3.469000 0.162000 7.558300 0.1 0.0 0.1 0.00
H 1.108300 -0.444800 7.910100 0.0 0.0 0.1 0.00
H -0.457900 -0.396700 5.988300 -0.1 0.0 0.1 0.00
H -3.054300 -0.374200 3.746300 0.0 0.0 0.0 0.00
H -4.159600 -2.562600 3.748600 -0.1 0.0 0.0 0.00
H -2.857100 -4.628300 3.413700 0.0 -0.1 0.0 0.00
H -0.411200 -4.497100 3.050000 0.0 -0.1 0.0 0.00
H 0.702100 -2.289900 3.018500 0.0 -0.1 0.0 0.00
H -0.256000 1.972800 5.801000 0.0 0.0 0.0 0.00
H -1.792900 3.729800 6.489100 0.0 0.1 0.0 0.00
H -3.602700 4.473800 4.972700 -0.1 0.1 0.0 0.00
H -3.859700 3.424500 2.757500 -0.1 0.0 -0.1 0.00
H -2.308000 1.615900 2.060600 -0.1 0.1 0.0 0.00
S -4.023400 -1.490600 -2.184700 0.0 0.1 0.2 0.00
P -3.715900 -0.328200 -0.645400 -0.8 0.4 -0.2 0.01
S -1.839500 -0.435900 0.077800 0.0 -0.4 -0.1 0.01
C -4.829900 -0.706600 0.767800 0.4 -0.1 -0.3 0.00
C -5.373300 -1.977000 0.865500 0.0 0.0 -0.1 0.00
C -6.273100 -2.263800 1.874500 -0.1 -0.1 0.1 0.00
C -6.628600 -1.283200 2.786300 0.0 -0.1 0.1 0.00
C -6.064600 -0.018900 2.706000 0.0 0.1 0.2 0.00
C -5.158900 0.268200 1.702900 0.1 0.0 -0.1 0.00
C -4.276100 1.403600 -0.928500 0.3 -0.4 0.0 0.00
C -5.598200 1.495100 -1.353000 0.0 -0.1 -0.1 0.00
C -6.213400 2.724900 -1.472600 0.0 0.0 0.0 0.00
C -5.497800 3.872800 -1.169600 -0.1 0.1 0.0 0.00
C -4.177900 3.780800 -0.766200 0.0 0.3 0.1 0.00
C -3.550700 2.549900 -0.644200 0.1 -0.2 0.1 0.00
H -5.101300 -2.721700 0.130500 0.0 0.0 -0.1 0.00
H -6.707600 -3.250300 1.944400 0.0 -0.1 0.0 0.00
H -7.342700 -1.507000 3.565600 -0.1 0.0 0.1 0.00
H -6.341500 0.747700 3.418500 0.0 0.0 0.0 0.00
H -4.715900 1.252300 1.639600 0.0 0.1 0.0 0.00
H -6.135200 0.582800 -1.576600 -0.1 0.0 0.0 0.00
H -7.250100 2.788900 -1.773800 0.0 0.0 -0.1 0.00
H -5.974800 4.840200 -1.234800 0.0 0.1 0.0 0.00
H -3.645200 4.686000 -0.520000 0.1 0.1 -0.1 0.00
H -2.516300 2.487500 -0.314800 -0.1 0.0 0.0 0.00
C -1.165100 5.761700 0.490800 0.0 -0.1 0.0 0.00
C -0.216200 4.945000 -0.399500 0.0 0.2 -0.1 0.01
C 1.165700 5.613600 -0.401700 -0.1 -0.1 0.0 0.00
C -0.750600 4.893400 -1.840300 0.1 -0.1 0.1 0.00
C -0.103900 3.585400 0.134500 0.1 0.5 0.0 0.05
C -0.004200 2.479600 0.627900 0.0 0.7 -0.1 -0.01
H -1.372600 6.728500 0.031400 0.0 0.1 0.0 0.00
H -0.720600 5.914000 1.472000 0.0 0.1 0.1 0.00
H -2.104500 5.235200 0.635500 -0.1 0.0 0.0 0.00
H 1.067900 6.649400 -0.726500 0.0 0.1 0.0 0.00
H 1.838800 5.099700 -1.085000 0.0 0.0 0.1 0.00
H 1.596900 5.596100 0.598500 0.1 0.0 0.0 0.00
H -0.843700 5.906500 -2.233700 0.0 0.0 0.0 0.00
H -1.721300 4.402300 -1.883500 0.0 0.0 0.0 0.00
H -0.061900 4.332100 -2.470500 0.0 0.0 -0.1 0.00
```
Positions in Å, forces in eV/Å.